(A)
Formula: C3H4S3
Source: OMol25
Level of theory: ωB97M-V with the def2-TZVPD basis set

Each line ends with the Löwdin charge.
Element x y z (Å)
C (-1.6199, -1.0146, 0.0216)  -0.466
S (0.1030, -1.0550, -0.0265)  0.877
C (0.5186, 0.6069, -0.0449)  -1.166
S (-0.5081, 1.9170, -0.0174)  0.692
C (1.9811, 0.9164, -0.0016)  -0.755
S (3.2488, -0.1241, -0.0093)  0.699
H (-2.0786, -0.5881, 0.9047)  0.047
H (-2.0078, -0.5098, -0.8561)  0.036
H (-1.8230, -2.0849, -0.0572)  0.036
H (2.1859, 1.9363, 0.0866)  0.000

Total charge ... 0
SMILES ... CSC(=S)C=S
E_HOMO ... -9.0 eV
Lowest unoccupied orbital energy ... -1.85 eV
2S+1 ... 1
Orbital gap ... 7.20 eV

***

(B)
Formula: C3H4S3
Source: OMol25
Level of theory: ωB97M-V with the def2-TZVPD basis set

Each line ends with the Löwdin charge.
Element x y z (Å)
C (1.7361, -0.7685, -0.3433)  -0.384
S (-0.0112, -1.0266, 0.0979)  0.854
C (-0.6125, 0.5982, 0.1590)  -1.248
S (0.1351, 1.9971, -0.2433)  0.679
C (-2.0670, 0.5903, 0.5167)  -0.781
S (-3.0690, -0.2136, -0.4424)  0.720
H (2.1719, -1.6879, -0.3184)  -0.015
H (1.7662, -0.3760, -1.3607)  0.041
H (2.2412, -0.1102, 0.4225)  0.065
H (-2.2910, 0.9971, 1.5120)  0.069

Total charge ... 0
SMILES ... CSC(=S)C=S
E_HOMO ... -8.7 eV
Lowest unoccupied orbital energy ... -1.00 eV
2S+1 ... 1
Orbital gap ... 7.71 eV

***

Relative energies with respect to the most stable structure, expressed in kJ/mol: (A) 0.0; (B) 13.4.

***

(A)
Formula: C5H8Cl2
Source: OMol25
Level of theory: ωB97M-V with the def2-TZVPD basis set

Each line ends with the Löwdin charge.
Element x y z (Å)
C (2.0008, 1.7966, 0.3687)  -0.030
C (1.4233, 0.9704, -0.5118)  -0.254
C (0.7932, -0.2748, -0.0413)  -0.692
Cl (1.4883, -0.8859, 1.4322)  0.689
C (-0.9414, -0.0412, 0.1633)  -0.750
C (-1.4025, -1.1880, 1.0657)  -0.196
Cl (-1.2727, 1.4252, 0.9817)  0.684
H (2.2151, 2.8535, -0.0287)  0.094
H (1.9778, 1.6608, 1.3837)  0.000
H (1.0949, 1.2377, -1.4729)  0.091
H (0.7947, -1.0893, -0.7484)  0.083
H (-1.3874, 0.0501, -0.8100)  0.082
H (-1.1218, -0.9399, 2.0613)  0.032
H (-1.0480, -2.1893, 0.6296)  0.109
H (-2.4432, -1.0379, 0.8605)  0.057

Total charge ... 0
SMILES ... C=C[C@@H](Cl)[C@@H](C)Cl
E_HOMO ... -9.6 eV
Lowest unoccupied orbital energy ... 0.86 eV
2S+1 ... 1
Orbital gap ... 10.41 eV

***

(B)
Formula: C5H8Cl2
Source: OMol25
Level of theory: ωB97M-V with the def2-TZVPD basis set

Each line ends with the Löwdin charge.
Element x y z (Å)
C (2.0953, -0.1154, -0.3584)  -0.073
C (0.6847, -0.7096, -0.3829)  -0.108
C (-0.4485, -0.1346, 0.0429)  -0.406
C (-0.4337, 1.2303, 0.7242)  -0.586
Cl (-0.5556, 2.5720, -0.4351)  0.559
C (-1.7345, -0.8724, -0.1143)  -0.500
Cl (-3.1623, 0.2806, -0.3222)  0.502
H (2.0408, 0.9538, -0.1975)  0.057
H (2.6754, -0.6669, 0.4019)  0.084
H (2.6533, -0.3874, -1.2397)  0.066
H (0.6022, -1.7660, -0.7176)  0.117
H (0.4861, 1.3043, 1.2256)  0.042
H (-1.1654, 1.3440, 1.5174)  0.072
H (-1.6658, -1.6241, -0.9502)  0.095
H (-2.0720, -1.4086, 0.8059)  0.079

Total charge ... 0
SMILES ... CC=C(CCl)CCl
E_HOMO ... -9.5 eV
Lowest unoccupied orbital energy ... 0.85 eV
2S+1 ... 1
Orbital gap ... 10.39 eV

***

Relative energies with respect to the most stable structure, expressed in kJ/mol: (A) 96.3; (B) 0.0.

***

(A)
Formula: C4H5NS2
Source: OMol25
Level of theory: ωB97M-V with the def2-TZVPD basis set

Each line ends with the Löwdin charge.
Element x y z (Å)
C (0.8010, -1.4507, 0.1060)  -0.281
C (1.4069, 1.9986, 0.1461)  -0.459
C (0.1657, -0.2062, -0.3994)  -0.168
C (0.2021, 1.1874, 0.4308)  -0.281
N (2.0489, -1.7062, 0.0828)  -0.493
S (2.8937, 1.3144, -0.1424)  0.561
S (3.3655, -0.8469, 0.0700)  0.600
H (0.1364, -2.3048, 0.1368)  0.104
H (1.0083, -0.0284, -1.2259)  0.119
H (-0.8251, -0.5518, -0.7169)  0.105
H (0.4528, 0.8145, 1.4560)  0.127
H (-0.7047, 1.7091, 0.4482)  0.067

Total charge ... 0
E_HOMO ... -8.4 eV
Lowest unoccupied orbital energy ... -0.14 eV
2S+1 ... 1
Orbital gap ... 8.25 eV

***

(B)
Formula: C4H5NS2
Source: OMol25
Level of theory: ωB97M-V with the def2-TZVPD basis set

Each line ends with the Löwdin charge.
Element x y z (Å)
S (2.4245, 0.1304, -0.0255)  0.654
C (1.2306, -0.9797, 0.0736)  -0.671
N (-0.1221, -0.8067, -0.0944)  -0.181
C (-1.1565, -1.8625, 0.0281)  -0.097
C (-2.1993, -0.6667, -0.0212)  -0.110
C (-0.9846, 0.2954, -0.0289)  -0.782
S (-0.7956, 1.9351, 0.0244)  0.656
H (1.2762, -2.0318, 0.2745)  0.064
H (-1.2148, -2.5175, -0.8470)  0.118
H (-1.0037, -2.4095, 0.9301)  0.106
H (-2.8086, -0.6619, -0.9318)  0.108
H (-2.7987, -0.4992, 0.9441)  0.135

Total charge ... 0
SMILES ... S=CN1CCC1=S
E_HOMO ... -8.3 eV
Lowest unoccupied orbital energy ... -0.71 eV
2S+1 ... 1
Orbital gap ... 7.60 eV

***

Relative energies with respect to the most stable structure, expressed in kJ/mol: (A) 241.5; (B) 0.0.

***

(A)
Formula: C3H4O3S
Source: OMol25
Level of theory: ωB97M-V with the def2-TZVPD basis set

Each line ends with the Löwdin charge.
Element x y z (Å)
O (0.5733, -2.1581, -0.6357)  0.025
C (-0.0323, -1.4591, 0.1599)  -0.230
C (0.0365, 0.1007, -0.0367)  -0.229
C (1.2456, 0.9392, -0.3559)  -0.212
S (2.6867, 0.1445, 0.0177)  0.819
O (2.7407, -0.7341, 1.1631)  -0.295
O (3.8987, 0.7559, -0.4475)  -0.314
H (-0.6009, -1.9304, 1.0297)  0.143
H (-0.5570, 0.1871, -0.9612)  0.115
H (-0.6259, 0.4727, 0.7729)  0.112
H (1.2132, 1.4603, -1.2730)  0.067

Total charge ... 0
SMILES ... O=CCC=S(=O)=O
E_HOMO (alpha / beta) ... -9.9 / -9.9 eV
Lowest unoccupied orbital energy (alpha / beta) ... -0.94 / -0.94 eV
2S+1 ... 1
Orbital gap (alpha / beta) ... 8.95 / 8.95 eV

***

(B)
Formula: C3H4O3S
Source: OMol25
Level of theory: ωB97M-V with the def2-TZVPD basis set

Each line ends with the Löwdin charge.
Element x y z (Å)
O (-0.4983, -0.3997, 1.6056)  -0.034
C (-1.1096, -0.0178, 0.5229)  -0.341
O (-2.4338, -0.5299, 0.2012)  -0.019
C (-0.1151, 0.6775, -0.5295)  -0.103
C (1.1504, 0.3484, 0.2497)  -0.832
O (1.8206, 1.2884, 0.7125)  0.013
S (1.4499, -1.3695, 0.0734)  0.828
H (-2.8495, -0.2690, -0.8057)  0.218
H (-0.1567, 1.7249, -1.0791)  0.173
H (-0.2269, -0.0025, -1.3656)  0.076
H (2.9690, -1.4506, 0.4145)  0.020

Total charge ... 0
SMILES ... O=C(O)CC(=O)S
E_HOMO ... -9.8 eV
Lowest unoccupied orbital energy ... -0.07 eV
2S+1 ... 1
Orbital gap ... 9.68 eV

***

Relative energies with respect to the most stable structure, expressed in kJ/mol: (A) 39.5; (B) 0.0.